{"formula": "C42H36EuN15O15", "method": "ωB97M-V/def2-TZVPD", "elements": ["Eu", "O", "C", "O", "C", "C", "C", "C", "C", "O", "C", "C", "O", "O", "H", "H", "H", "H", "H", "H", "H", "H", "C", "C", "N", "C", "C", "N", "C", "C", "C", "C", "C", "N", "C", "C", "N", "C", "C", "N", "C", "C", "C", "N", "C", "C", "H", "H", "H", "H", "H", "H", "H", "H", "H", "H", "H", "H", "O", "C", "O", "C", "C", "C", "C", "C", "C", "O", "N", "O", "O", "N", "O", "O", "H", "H", "C", "C", "C", "C", "C", "C", "O", "N", "C", "O", "N", "C", "O", "H", "H", "H", "H", "H", "H", "H", "H", "H", "H", "H", "N", "N", "N", "C", "N", "N", "H", "H", "H"], "positions_angstrom": [[-0.1075, -0.8457, 0.9768], [-2.4253, 2.8808, -0.3892], [-1.9713, 2.2325, 0.5398], [-1.1683, 1.2545, 0.5244], [-2.1704, 2.8575, 2.0816], [-0.9335, 3.6642, 2.3741], [-1.1696, 4.5855, 3.6036], [-1.0771, 3.6013, 4.7710], [-0.8720, 2.2680, 4.0500], [-0.0775, 2.5830, 2.8472], [-2.2897, 2.0008, 3.3603], [-2.5778, 0.5058, 3.2750], [-3.7172, 0.1049, 3.6670], [-1.6133, -0.2572, 2.9323], [-3.0169, 3.5568, 2.0595], [-0.5793, 4.1793, 1.4785], [-2.1235, 5.1344, 3.6649], [-0.4377, 5.3631, 3.5988], [-2.0470, 3.6208, 5.2831], [-0.2426, 3.8031, 5.4047], [-0.4791, 1.4652, 4.5788], [-3.1152, 2.5227, 3.8960], [2.1884, -1.9302, -3.6667], [1.9003, -1.7473, -2.3409], [0.6779, -1.3580, -1.9630], [-0.2007, -1.1166, -2.9617], [0.1444, -1.3762, -4.3136], [1.3529, -1.6526, -4.6737], [-1.5006, -0.5610, -2.6227], [-2.2594, 0.1629, -3.5797], [-3.4508, 0.7524, -3.1326], [-4.0021, 0.3689, -1.9122], [-3.2385, -0.4747, -1.0894], [-1.9455, -0.7449, -1.3659], [-3.8229, -1.1121, 0.0436], [-5.1712, -0.9313, 0.3693], [-5.6773, -1.4969, 1.4626], [-4.8842, -2.0753, 2.3512], [-3.5087, -2.2150, 2.0512], [-3.1166, -1.8731, 0.8722], [-4.2128, 1.6759, -3.9217], [-3.9194, 1.9245, -5.2911], [-4.6654, 2.8228, -6.0205], [-5.5584, 3.6374, -5.5186], [-5.8013, 3.5104, -4.2445], [-5.2038, 2.5447, -3.4211], [3.1907, -2.1507, -3.9704], [2.6106, -1.9501, -1.5731], [-0.5668, -1.2219, -5.1284], [-1.7749, 0.4721, -4.5141], [-4.9544, 0.8044, -1.5415], [-5.9157, -0.5048, -0.2978], [-5.3128, -2.3970, 3.2694], [-2.8724, -2.6961, 2.8311], [-3.0829, 1.3832, -5.7548], [-4.5366, 2.8895, -7.0859], [-6.5552, 4.1761, -3.8033], [-5.5198, 2.4515, -2.3258], [-1.1175, -3.8528, 3.7228], [-0.1812, -3.5469, 2.9436], [0.3716, -2.3863, 2.7934], [0.4290, -4.7265, 2.0817], [0.6014, -5.9485, 2.6618], [1.2097, -6.9270, 1.9304], [1.7125, -6.7390, 0.6423], [1.6511, -5.4980, 0.0933], [0.9126, -4.3618, 0.7610], [0.6721, -3.2537, 0.1606], [2.2594, -5.4178, -1.2482], [3.4792, -5.6586, -1.2866], [1.4702, -5.2805, -2.1819], [0.9961, -8.3258, 2.3365], [1.3059, -9.1547, 1.5074], [0.5624, -8.5191, 3.4978], [0.1432, -6.0949, 3.6446], [2.1636, -7.5398, 0.1081], [4.7209, 3.0514, -2.5833], [4.1318, 3.9250, -1.4145], [3.1920, 3.3117, -0.4053], [2.3390, 4.3706, 0.3326], [1.4804, 5.1137, -0.7164], [4.0314, 2.6669, 0.7632], [5.2427, 2.8018, 0.8683], [3.2127, 1.8712, 1.5535], [2.2351, 1.0228, 1.0204], [1.8119, 0.0842, 1.7511], [1.8851, 1.1593, -0.2453], [2.2107, 2.2923, -0.9746], [1.8489, 2.3768, -2.1426], [5.7503, 2.8015, -2.3718], [4.7322, 3.5480, -3.5554], [4.0252, 2.2176, -2.6674], [3.4689, 4.6315, -1.9202], [4.9597, 4.4025, -0.8404], [2.9707, 5.0686, 0.9834], [1.6853, 3.8441, 1.0503], [1.9227, 6.0852, -1.0645], [0.4717, 5.3235, -0.2877], [1.2992, 4.4446, -1.5756], [3.5737, 1.5789, 2.4508], [6.0327, -4.3177, 0.1006], [5.1333, -3.5057, 0.6840], [4.7809, -3.4497, 1.9996], [3.6544, -2.6045, 1.9403], [3.4915, -2.1262, 0.7267], [4.4651, -2.5551, -0.0277], [6.6986, -4.8665, 0.6766], [6.2874, -4.0895, -0.8427], [2.9902, -2.3195, 2.7713]], "forces_ev_per_angstrom": [[-1.4, -0.4, 0.5], [-0.4, -0.2, -0.3], [0.6, 0.9, 2.9], [0.2, -1.2, -0.6], [-1.1, -0.2, -2.1], [-0.3, -0.6, 0.2], [-0.2, -0.1, -0.4], [-0.1, -0.2, -0.4], [-2.2, 1.7, -2.8], [0.2, 1.4, 1.5], [0.2, 0.2, 0.4], [-1.2, -0.9, 0.6], [1.6, 0.7, -0.7], [0.1, 0.1, -0.7], [-0.1, -0.3, -0.4], [0.5, -0.2, 0.2], [0.1, -0.5, -0.6], [0.9, 0.4, 0.3], [0.6, -0.2, 0.4], [0.4, 0.3, 0.8], [0.8, -1.4, 0.8], [0.5, -0.9, 0.1], [0.8, 0.9, -0.8], [-1.3, -0.3, 0.1], [-0.7, 0.8, -0.8], [1.5, -0.7, 0.1], [-1.6, 1.4, 0.7], [1.1, -1.4, 0.1], [-1.7, 0.9, 0.4], [0.7, 0.4, 1.1], [0.0, -1.3, 0.7], [0.5, 0.0, 0.5], [1.2, 0.7, -1.8], [-0.5, -0.9, -0.8], [-2.3, -0.1, 2.2], [0.3, -0.9, -0.1], [-0.8, 0.0, 0.7], [0.7, 1.0, -1.5], [-1.8, -1.3, 1.8], [3.4, 0.9, -0.7], [-0.7, 2.8, -2.3], [0.5, -1.0, 0.8], [0.9, -0.5, -0.6], [-0.8, 0.7, -0.6], [-0.5, -0.5, 2.0], [-0.3, -0.6, 1.6], [0.5, -0.3, 0.0], [0.4, -0.1, 0.4], [0.0, 0.0, 0.4], [-0.4, -0.3, 0.5], [0.9, -0.7, -0.5], [0.3, 0.2, 0.1], [-0.2, -0.3, 0.6], [0.0, 0.4, -1.1], [-0.7, 0.2, 0.0], [0.3, 0.1, -0.4], [0.4, -0.2, -0.2], [0.5, 0.5, -1.8], [1.6, 0.6, -1.1], [-0.7, -1.0, 0.4], [-0.7, -0.4, -0.6], [0.3, 2.9, 0.1], [-0.9, 1.0, 0.4], [-0.4, -2.3, -0.4], [0.0, 0.7, 0.8], [-0.8, 1.7, 0.8], [0.1, -0.8, -1.3], [0.3, -0.8, 0.8], [-0.4, -0.5, 0.5], [-1.6, 0.6, -0.9], [1.7, 0.2, 0.4], [0.4, 2.0, 1.5], [-0.3, -1.3, 0.5], [0.6, -0.6, -2.0], [0.3, -0.2, -0.4], [0.2, -0.5, -0.2], [-0.7, 0.3, 1.1], [0.2, 0.7, -1.3], [1.2, -0.9, 2.2], [-0.1, 1.0, 0.3], [-0.7, 0.7, 0.4], [-0.2, -0.6, -2.1], [-1.4, 0.1, 0.8], [0.9, 0.0, 1.1], [0.6, 0.5, -0.9], [0.3, 0.7, 0.1], [-0.8, 0.4, 0.3], [0.5, -2.0, -0.6], [-0.1, 0.5, 0.5], [0.1, -0.6, 0.2], [-0.2, 0.3, 0.2], [0.6, -0.4, -0.3], [0.6, 0.5, 0.1], [-0.8, 0.0, -0.6], [-0.6, -0.8, -1.1], [0.2, 0.2, -0.3], [-0.3, -0.9, 0.3], [0.7, 0.1, -0.3], [0.1, 0.5, 0.3], [0.1, -0.1, -0.1], [1.3, -1.5, 0.6], [-2.3, 3.7, 2.2], [-1.6, -0.2, -1.7], [2.1, -1.4, 0.5], [0.6, 0.9, -0.2], [0.5, -2.6, -0.7], [-1.1, 1.2, -0.4], [-0.2, 0.3, 0.1], [0.6, -0.5, -0.4]], "mulliken_spin": [6.09, 0.00, 0.00, -0.07, 0.00, 0.00, 0.00, 0.00, 0.00, 0.00, 0.00, 0.00, 0.00, 0.00, 0.00, 0.00, 0.00, 0.00, 0.00, 0.00, 0.00, 0.00, 0.00, 0.00, 0.00, 0.00, 0.00, 0.00, 0.00, 0.00, 0.00, 0.00, 0.00, 0.00, 0.00, 0.00, 0.00, 0.00, 0.00, 0.00, 0.00, 0.00, 0.00, 0.00, 0.00, 0.00, 0.00, 0.00, 0.00, 0.00, 0.00, 0.00, 0.00, 0.00, 0.00, 0.00, 0.00, 0.00, 0.00, 0.00, -0.01, 0.00, 0.00, 0.00, 0.00, 0.00, 0.00, 0.00, 0.00, 0.00, 0.00, 0.00, 0.00, 0.00, 0.00, 0.00, 0.00, 0.00, 0.00, 0.00, 0.00, 0.00, 0.00, 0.00, 0.00, -0.01, 0.00, 0.00, 0.00, 0.00, 0.00, 0.00, 0.00, 0.00, 0.00, 0.00, 0.00, 0.00, 0.00, 0.00, 0.00, 0.00, 0.00, 0.00, 0.00, 0.00, 0.00, 0.00, 0.00], "s_squared": 12.01, "energy_ev": -116529.78134, "gap_ev": [6.6289, 6.6330], "spin_multiplicity": 7, "charge": -2, "max_force_ev_per_a": 4.86}